C4H13N2O | ωB97M-V with the def2-TZVPD basis set

Structure (XYZ):
```
20
Properties=species:S:1:pos:R:3:forces:R:3
O -1.138 -2.332 -1.538 0.2839 0.3212 -0.0507
N 0.737 -0.138 -1.083 0.6427 1.4718 1.1555
N 0.360 2.480 -0.849 -0.6730 0.2713 -0.5566
C 0.065 0.364 0.169 -0.6154 -0.3758 -0.2740
C -0.266 -0.778 1.114 0.7012 0.9907 0.3383
C -0.141 1.685 0.235 0.0487 -0.9015 -0.5974
C 0.511 -0.559 2.407 -1.0549 -0.7362 1.5493
H -0.825 2.096 0.968 0.3641 0.0543 0.3551
H -0.433 2.838 -1.390 0.2602 -0.0303 0.1650
H 1.748 -0.065 -0.953 0.0676 -0.4585 -0.0211
H -1.123 -3.252 -1.263 -0.0642 -0.1783 0.0062
H -1.573 -2.323 -2.398 -0.0579 -0.0854 -0.0012
H 0.435 -1.097 -1.265 -0.3506 -0.0543 -0.5639
H 0.892 3.314 -0.599 -0.0449 -0.4215 0.3393
H -1.325 -0.916 1.313 -0.1061 0.3387 -0.1242
H 1.586 -0.702 2.336 0.0390 0.3992 -0.2179
H 0.215 0.363 2.911 0.4816 0.2951 -0.4088
H 0.554 0.600 -1.775 -0.1695 -0.3715 -0.4095
H 0.077 -1.704 0.685 0.0366 -0.3760 -0.3349
H 0.167 -1.291 3.156 0.2108 -0.1532 -0.3483
```
Positions in Å, forces in eV/Å.

The value obtained for the HOMO-LUMO gap is 11.1 eV. For the energy relative to the best compared isomer or geometry (same formula, charge and spin), the calculation gives 42.1 kcal/mol. The calculation puts the highest occupied orbital energy at -14.0394 eV. Its LUMO energy is -2.9853 eV. Its energy is -344.69981 Eh. As for the charge: +1.